<w>
Formula: C3H8N2S2
Source: OMol25
Level of theory: ωB97M-V/def2-TZVPD

Structure (XYZ):
```
15
C3H8N2S2 (ωB97M-V/def2-TZVPD)
C 2.04 1.41 0.29
C 1.23 0.88 -0.89
C -1.07 -0.60 -0.12
H 1.58 -0.24 1.50
H 0.66 1.11 1.81
H 3.09 1.24 0.14
H 1.77 2.46 0.36
H 1.38 -0.16 -1.13
H 1.39 1.44 -1.76
H -2.97 0.07 -0.18
H -2.77 -1.46 0.53
N 1.62 0.79 1.65
N -2.37 -0.59 0.25
S -0.58 1.03 -0.54
S -0.18 -2.03 -0.10
```

Calculated values
SMILES = NCCSC(N)=S
Gap between HOMO and LUMO = 9.07 eV

---

<x>
Formula: C3H8N2S2
Source: OMol25
Level of theory: ωB97M-V/def2-TZVPD

Structure (XYZ):
```
15
C3H8N2S2 (ωB97M-V/def2-TZVPD)
C -2.23 -0.64 -0.30
C 0.08 -0.19 0.18
C 1.36 -0.45 0.80
H -2.62 0.15 0.39
H -2.23 -0.08 -1.22
H -2.94 -1.51 -0.24
H 1.70 0.32 1.61
H 1.43 -1.41 1.40
H 1.88 -1.69 -0.84
H -1.13 1.58 -0.15
H 1.70 2.33 -1.12
N -0.89 -1.05 0.12
N -0.01 1.09 -0.34
S 2.90 -0.86 -0.35
S 0.99 2.42 0.05
```

Calculated values
SMILES = C/N=C(/CS)NS
Gap between HOMO and LUMO = 9.47 eV

---

<y>
Formula: C3H8N2S2
Source: OMol25
Level of theory: ωB97M-V/def2-TZVPD

Structure (XYZ):
```
15
C3H8N2S2 (ωB97M-V/def2-TZVPD)
C 1.52 1.36 -0.56
C 0.58 0.78 0.52
C -0.55 -0.06 0.07
H 2.14 0.57 -0.94
H 0.93 1.79 -1.40
H 2.17 2.17 -0.25
H 0.18 1.63 1.06
H 1.18 0.17 1.21
H -0.94 -1.82 -0.95
H 0.57 -2.58 1.15
H -3.96 -0.25 0.62
N -0.19 -1.26 -0.56
N -1.74 0.35 0.27
S 1.13 -2.15 0.01
S -3.01 -0.70 -0.23
```

Calculated values
SMILES = CC/C(=N/S)NS
Gap between HOMO and LUMO = 9.36 eV

---

Energy ordering: <w> at the bottom, the next structure 0.0331 hartree above.

---

<w>
Formula: C8H15N2O2
Source: OMol25
Level of theory: ωB97M-V/def2-TZVPD

Structure (XYZ):
```
27
C8H15N2O2 (ωB97M-V/def2-TZVPD)
C -0.79 -0.85 -1.95
C -1.27 0.30 -1.48
C -0.08 -0.77 0.19
C -1.36 2.86 0.09
C 0.07 -2.96 -1.01
C 2.17 -0.32 -0.32
C 0.46 0.82 2.69
C -0.73 1.55 0.55
N -0.07 -1.55 -1.01
N -0.85 0.46 -0.18
O 1.11 -0.52 0.65
O -0.15 1.70 1.69
H -1.01 -1.13 -2.93
H -1.93 0.98 -2.04
H -0.81 -1.33 0.87
H -0.50 3.61 0.20
H -2.15 3.08 0.72
H -1.55 2.74 -0.96
H 1.16 -3.25 -0.91
H -0.57 -3.35 -0.16
H -0.23 -3.24 -2.06
H 3.05 -0.87 -0.04
H 2.58 0.79 -0.27
H 1.75 -0.67 -1.34
H 0.22 1.34 3.66
H 1.54 0.78 2.67
H -0.09 -0.20 2.64
```

Calculated values
Charge = +1
SMILES = CO/C(C)=[N+]1/C=CN(C)[C@H]1OC
Gap between HOMO and LUMO = 8.67 eV

---

<x>
Formula: C8H15N2O2
Source: OMol25
Level of theory: ωB97M-V/def2-TZVPD

Structure (XYZ):
```
27
C8H15N2O2 (ωB97M-V/def2-TZVPD)
C -1.47 -2.69 0.12
C -2.86 0.70 0.10
C -4.14 1.03 -0.43
C 2.20 0.21 -0.98
C 0.67 0.91 0.78
C 1.99 -1.18 0.95
C 0.19 -0.98 -0.73
C -1.40 -1.27 0.25
N -1.30 -3.80 -0.04
N 1.25 -0.25 0.03
O -2.19 1.27 0.92
O -2.51 -0.66 -0.35
H -4.79 0.83 0.48
H -4.56 0.60 -1.37
H -4.31 2.16 -0.58
H 2.55 -0.59 -1.79
H 1.55 1.00 -1.51
H 3.10 0.75 -0.58
H 0.60 0.43 1.80
H 1.36 1.80 0.93
H -0.31 1.28 0.37
H 1.35 -1.78 1.65
H 2.64 -1.87 0.21
H 2.74 -0.48 1.56
H -0.33 -0.25 -1.34
H 0.47 -1.89 -1.26
H -1.31 -1.03 1.31
```

Calculated values
Charge = +1
SMILES = CC(=O)O[C@@H](C#N)C[N+](C)(C)C
Gap between HOMO and LUMO = 11.74 eV

---

Energy ordering: <w> at the bottom, the next structure 0.0148 hartree above.

---

<w>
Formula: C22H28N2O4
Source: OMol25
Level of theory: ωB97M-V/def2-TZVPD

Structure (XYZ):
```
56
C22H28N2O4 (ωB97M-V/def2-TZVPD)
C -6.71 -2.92 -1.06
C -5.40 -2.16 -1.24
H -4.54 -2.82 -1.08
H -5.34 -1.73 -2.25
O -5.33 -1.08 -0.32
C -4.25 -1.00 0.47
O -3.34 -1.80 0.46
N -4.32 0.06 1.33
C -3.09 0.50 1.95
H -3.26 0.65 3.02
C -2.62 1.81 1.27
N -3.20 1.89 -0.05
C -2.63 1.33 -1.15
O -3.25 1.14 -2.18
C -1.17 1.04 -1.04
C -0.72 -0.26 -0.85
C 0.63 -0.53 -0.80
C 1.56 0.50 -0.96
C 1.11 1.80 -1.16
C -0.24 2.07 -1.20
H -0.59 3.08 -1.36
H 1.83 2.60 -1.29
C 2.95 0.22 -0.93
C 4.13 -0.02 -0.87
C 5.56 -0.28 -0.88
C 5.86 -1.65 -0.26
C 5.49 -1.67 1.22
C 6.23 -0.58 1.98
C 5.91 0.79 1.38
C 6.29 0.82 -0.10
H 7.37 0.66 -0.21
H 6.04 1.80 -0.52
H 6.46 1.57 1.92
H 4.85 0.99 1.48
H 5.94 -0.60 3.03
H 7.31 -0.76 1.92
H 5.73 -2.65 1.64
H 4.41 -1.52 1.32
H 5.31 -2.41 -0.81
H 6.92 -1.85 -0.39
O 6.03 -0.33 -2.23
H 5.79 0.48 -2.68
H 0.98 -1.54 -0.65
H -1.44 -1.06 -0.72
C -4.64 2.06 -0.02
H -5.01 1.78 -1.01
C -5.24 1.15 1.07
H -5.36 1.69 2.02
H -6.20 0.75 0.77
H -4.89 3.11 0.17
H -1.53 1.83 1.20
H -2.95 2.68 1.84
H -2.36 -0.30 1.82
H -6.77 -3.72 -1.78
H -7.55 -2.25 -1.20
H -6.76 -3.34 -0.06
```

Calculated values
SMILES = CCOC(=O)N1CCN(C(=O)c2ccc(C#CC3(O)CCCCC3)cc2)CC1
Gap between HOMO and LUMO = 9.38 eV

---

<x>
Formula: C22H28N2O4
Source: OMol25
Level of theory: ωB97M-V/def2-TZVPD

Structure (XYZ):
```
56
C22H28N2O4 (ωB97M-V/def2-TZVPD)
C -4.07 -2.39 -2.50
H -4.67 -3.17 -2.03
H -3.09 -2.80 -2.71
H -4.54 -2.10 -3.43
C -3.97 -1.19 -1.57
H -4.97 -0.81 -1.34
O -3.43 -1.52 -0.30
C -2.09 -1.67 -0.15
C -1.13 -1.48 -1.15
C 0.21 -1.61 -0.86
C 0.64 -1.94 0.43
C -0.33 -2.16 1.41
C -1.67 -2.02 1.13
H -2.42 -2.19 1.89
H 0.00 -2.43 2.40
C 2.06 -2.09 0.84
O 2.36 -2.60 1.91
N 2.99 -1.63 -0.02
H 2.72 -1.09 -0.83
C 4.40 -1.63 0.33
H 4.49 -2.30 1.19
H 4.98 -2.04 -0.51
C 4.90 -0.23 0.69
C 5.01 0.68 -0.54
H 6.06 0.84 -0.80
H 4.52 0.22 -1.39
C 4.37 2.05 -0.32
N 2.95 1.95 -0.04
C 2.06 1.48 -0.94
O 2.39 1.03 -2.03
C 0.63 1.54 -0.52
C 0.21 1.26 0.77
C -1.13 1.28 1.10
C -2.09 1.59 0.13
C -1.66 1.89 -1.16
C -0.33 1.85 -1.49
H 0.00 2.05 -2.50
H -2.41 2.14 -1.90
O -3.43 1.62 0.32
C -3.98 1.27 1.58
C -3.92 2.42 2.58
H -4.44 3.29 2.18
H -2.89 2.71 2.79
H -4.40 2.12 3.51
H -5.02 1.02 1.36
H -3.48 0.38 1.98
H -1.42 1.02 2.11
H 0.93 0.98 1.53
H 2.60 2.34 0.82
H 4.84 2.57 0.51
H 4.50 2.65 -1.23
H 5.87 -0.33 1.18
H 4.21 0.19 1.42
H 0.92 -1.46 -1.66
H -1.42 -1.22 -2.15
H -3.40 -0.38 -2.03
```

Calculated values
SMILES = CCOc1ccc(C(=O)NCCCCNC(=O)c2ccc(OCC)cc2)cc1
Gap between HOMO and LUMO = 8.87 eV

---

Energy ordering: <x> at the bottom, the next structure 0.0517 hartree above.

---

<w>
Formula: C21H28N4O4
Source: OMol25
Level of theory: ωB97M-V/def2-TZVPD

Structure (XYZ):
```
57
C21H28N4O4 (ωB97M-V/def2-TZVPD)
C 8.02 0.32 -2.23
C 8.12 1.56 -1.77
C 7.42 2.10 -0.56
N 6.65 1.12 0.15
C 5.31 1.17 0.21
O 4.61 2.07 -0.19
N 4.70 0.05 0.85
C 5.26 -1.12 1.23
O 6.44 -1.38 1.18
C 4.26 -2.14 1.77
H 4.46 -2.29 2.83
O 2.92 -1.71 1.63
C 2.16 -2.33 0.68
O 2.56 -3.24 0.00
C 0.83 -1.73 0.60
C -0.09 -2.26 -0.26
C -1.40 -1.81 -0.55
C -1.93 -0.52 -0.51
N -3.24 -0.60 -0.85
C -3.58 -1.91 -1.10
C -2.46 -2.67 -0.96
H -2.38 -3.73 -1.08
C -4.96 -2.34 -1.47
H -4.98 -3.42 -1.57
H -5.68 -2.04 -0.71
H -5.26 -1.90 -2.42
C -4.18 0.49 -0.85
H -5.01 0.23 -1.51
H -3.69 1.39 -1.25
C -4.69 0.78 0.57
H -3.82 0.91 1.22
H -5.25 -0.08 0.93
C -5.56 2.04 0.65
C -6.87 1.88 -0.12
H -7.49 2.75 0.02
H -7.41 1.01 0.24
H -6.69 1.76 -1.19
C -5.85 2.36 2.11
H -6.45 3.27 2.19
H -4.93 2.51 2.67
H -6.41 1.55 2.58
H -5.00 2.88 0.22
C -1.24 0.78 -0.34
H -0.18 0.66 -0.54
H -1.63 1.53 -1.03
H -1.33 1.17 0.68
H 0.23 -3.17 -0.76
C 0.54 -0.70 1.51
N 0.31 0.10 2.30
H 4.41 -3.08 1.23
H 3.70 0.16 0.97
H 7.11 0.27 0.48
H 6.73 2.90 -0.86
H 8.17 2.54 0.11
H 8.74 2.28 -2.28
H 8.56 0.00 -3.11
H 7.41 -0.42 -1.75
```

Calculated values
SMILES = C=CCNC(=O)NC(=O)COC(=O)/C(C#N)=C/c1cc(C)n(CCC(C)C)c1C
Gap between HOMO and LUMO = 8.01 eV

---

<x>
Formula: C21H28N4O4
Source: OMol25
Level of theory: ωB97M-V/def2-TZVPD

Structure (XYZ):
```
57
C21H28N4O4 (ωB97M-V/def2-TZVPD)
C 4.28 4.31 -5.70
H 5.00 3.96 -6.45
O 4.22 3.44 -4.60
C 5.45 3.31 -3.93
H 6.20 2.83 -4.58
C 5.31 2.51 -2.64
O 5.71 2.98 -1.58
N 4.81 1.27 -2.73
C 4.22 0.65 -3.89
H 4.53 -0.39 -3.91
C 2.69 0.76 -3.83
H 2.36 1.69 -4.28
H 2.23 -0.07 -4.37
C 2.21 0.70 -2.37
C 3.19 -0.15 -1.55
C 4.55 0.53 -1.50
H 5.35 -0.21 -1.35
H 4.61 1.25 -0.68
H 2.81 -0.29 -0.53
H 3.25 -1.14 -2.01
O 0.91 0.15 -2.38
C 0.09 0.30 -1.30
C -1.15 -0.33 -1.42
C -2.08 -0.27 -0.40
C -1.79 0.44 0.77
C -0.56 1.09 0.87
C 0.38 1.01 -0.15
H 1.32 1.53 -0.02
H -0.35 1.65 1.76
C -2.74 0.57 1.91
O -2.71 1.51 2.68
N -3.65 -0.43 2.01
H -3.52 -1.29 1.50
C -4.54 -0.53 3.14
C -4.51 -1.90 3.73
N -4.00 -2.93 3.07
N -4.14 -3.99 3.86
C -4.74 -3.67 5.03
C -4.99 -2.32 4.98
H -5.45 -1.71 5.73
C -5.01 -4.68 6.08
H -4.08 -5.14 6.42
H -5.49 -4.20 6.93
H -5.66 -5.47 5.71
C -3.68 -5.28 3.44
H -3.25 -5.16 2.44
H -4.51 -5.99 3.39
H -2.92 -5.66 4.12
H -5.57 -0.29 2.82
H -4.24 0.22 3.88
H -3.03 -0.75 -0.53
H -1.37 -0.87 -2.33
H 2.19 1.72 -1.95
H 4.58 1.13 -4.80
H 5.84 4.30 -3.65
H 3.28 4.33 -6.13
H 4.56 5.32 -5.38
```

Calculated values
SMILES = COCC(=O)N1CCC(Oc2ccc(C(=O)NCc3cc(C)n(C)n3)cc2)CC1
Gap between HOMO and LUMO = 9.22 eV

---

Energy ordering: <w> at the bottom, the next structure 0.0264 hartree above.

---

<w>
Formula: C6H17N4O2S
Source: OMol25
Level of theory: ωB97M-V/def2-TZVPD

Structure (XYZ):
```
30
C6H17N4O2S (ωB97M-V/def2-TZVPD)
C 3.03 -0.42 -0.01
C -2.39 0.93 -1.20
C -0.97 0.95 2.05
C -0.90 -2.42 -1.18
C -0.82 0.67 -1.19
C 0.20 0.78 1.06
N 3.11 0.73 0.49
N 4.36 0.42 -0.13
N 2.62 -1.54 -0.28
N -0.22 0.00 0.00
O -1.96 -1.57 1.09
O 0.48 -2.07 0.95
S -0.75 -1.46 0.34
H -2.80 0.25 -1.92
H -2.77 0.89 -0.14
H -2.67 1.95 -1.42
H -0.76 1.70 2.74
H -1.99 0.99 1.59
H -1.15 -0.07 2.54
H -1.70 -2.03 -1.82
H 0.06 -2.40 -1.68
H -1.20 -3.47 -0.72
H -0.28 1.67 -1.19
H -0.49 0.08 -2.12
H 0.93 0.20 1.74
H 0.49 1.75 0.71
H 5.32 0.46 0.45
H 4.40 0.99 -0.96
H 1.41 -1.83 0.33
H 3.06 -2.16 -0.96
```

Calculated values
Charge = +1
Gap between HOMO and LUMO = 10.46 eV

---

<x>
Formula: C6H17N4O2S
Source: OMol25
Level of theory: ωB97M-V/def2-TZVPD

Structure (XYZ):
```
30
C6H17N4O2S (ωB97M-V/def2-TZVPD)
C 1.98 1.45 0.30
C 0.54 -3.04 1.06
C 1.10 -0.12 -2.20
C -3.98 0.52 0.46
C 0.70 -1.56 1.26
C 0.64 -0.89 -1.04
N 2.10 0.14 0.40
N 3.10 2.16 0.44
N 0.87 2.19 0.18
N 1.15 -0.78 0.13
O -2.36 0.96 -1.59
O -1.36 0.51 0.64
S -2.38 -0.02 -0.24
H 0.16 -3.55 1.90
H -0.16 -3.08 0.33
H 1.37 -3.52 0.81
H 0.21 0.34 -2.56
H 1.86 0.45 -1.86
H 1.36 -0.94 -3.01
H -4.42 -0.24 1.18
H -4.04 1.48 1.01
H -4.69 0.71 -0.22
H 1.49 -1.40 2.01
H -0.19 -0.99 1.58
H -0.06 -1.80 -1.05
H -3.04 1.58 -1.77
H 3.93 1.67 0.12
H 3.22 3.10 0.85
H 0.05 1.61 0.11
H 0.86 3.05 0.75
```

Calculated values
Charge = +1
Gap between HOMO and LUMO = 9.84 eV

---

Energy ordering: <x> at the bottom, the next structure 0.0998 hartree above.

---

<w>
Formula: C3H7N5
Source: OMol25
Level of theory: ωB97M-V/def2-TZVPD

Structure (XYZ):
```
15
C3H7N5 (ωB97M-V/def2-TZVPD)
C -1.39 -0.19 0.05
C 0.66 -0.72 -0.02
C 0.64 0.67 -0.10
H -3.12 0.50 -0.81
H -3.08 -1.08 -0.09
H 1.87 -2.32 -0.70
H 2.04 -1.94 0.90
H 2.65 1.06 -0.05
H 1.44 2.38 0.65
H -1.09 1.94 0.28
N -2.80 -0.10 0.01
N -0.64 -1.25 0.04
N 1.85 -1.53 -0.05
N 1.66 1.58 -0.14
N -0.69 1.00 0.04
```

Calculated values
SMILES = Nc1nc(N)c(N)[nH]1
Gap between HOMO and LUMO = 7.78 eV

---

<x>
Formula: C3H7N5
Source: OMol25
Level of theory: ωB97M-V/def2-TZVPD

Structure (XYZ):
```
15
C3H7N5 (ωB97M-V/def2-TZVPD)
C -0.60 0.96 0.70
C -1.34 1.37 -0.51
C 0.32 -0.78 -0.61
H 1.31 -0.88 1.71
H 2.41 -0.07 0.93
H -1.33 0.28 1.30
H -0.33 1.79 1.35
H -1.92 2.25 -0.63
H -1.10 -1.38 -1.95
H 1.89 -1.84 -0.29
N 1.46 0.04 1.35
N 0.54 0.19 0.29
N -1.50 0.56 -1.50
N -0.88 -0.61 -1.31
N 1.07 -1.87 -0.83
```

Calculated values
SMILES = [H]/N=C1/NN=CCN1N
Gap between HOMO and LUMO = 9.58 eV

---

Energy ordering: <w> at the bottom, the next structure 0.0625 hartree above.

---

<w>
Formula: C2H5ClOS
Source: OMol25
Level of theory: ωB97M-V/def2-TZVPD

Structure (XYZ):
```
10
C2H5ClOS (ωB97M-V/def2-TZVPD)
C -1.36 0.31 0.08
C 0.05 0.11 0.45
O 0.67 1.21 0.95
S -0.27 -0.03 -1.38
Cl 2.17 -2.49 -0.85
H -1.74 1.41 -0.05
H -2.12 -0.57 0.07
H 0.52 -0.66 0.98
H 0.18 2.04 1.11
H 1.89 -1.31 -1.36
```

Calculated values
SMILES = O[C@H]1CS1.Cl
Gap between HOMO and LUMO = 9.67 eV

---

<x>
Formula: C2H5ClOS
Source: OMol25
Level of theory: ωB97M-V/def2-TZVPD

Structure (XYZ):
```
10
C2H5ClOS (ωB97M-V/def2-TZVPD)
C -0.03 1.02 0.69
C 0.30 -0.01 -0.12
O -2.23 -1.17 -1.33
S -2.70 -1.06 0.30
Cl -3.44 0.85 0.26
H -0.53 0.72 1.64
H 0.05 2.05 0.41
H -1.38 -0.71 -1.35
H 0.08 -1.03 -0.03
H 0.63 0.05 -1.16
```

Calculated values
SMILES = OSCl.C=C
Gap between HOMO and LUMO = 9.36 eV

---

Energy ordering: <w> at the bottom, the next structure 0.0183 hartree above.